1.
{
  "formula": "C4H22O7",
  "method": "wB97M-V/def2-TZVPD",
  "homo_ha": -0.3357,
  "de_lowest_ev": 2.505,
  "e_lumo_ev": 0.12,
  "smiles": "CO.CO.CO.CO.O.O.O",
  "species": ["C", "O", "H", "H", "H", "H", "C", "O", "H", "H", "H", "H", "C", "O", "H", "H", "H", "H", "C", "O", "H", "H", "H", "H", "O", "H", "H", "O", "H", "H", "O", "H", "H"],
  "coordinates": [[-2.667, -1.629, -2.131], [-3.417, -0.426, -1.983], [-1.767, -1.398, -2.695], [-2.385, -2.016, -1.151], [-3.230, -2.385, -2.680], [-4.279, -0.653, -1.627], [3.800, 0.771, 0.128], [2.835, 0.526, -0.879], [4.775, 0.469, -0.268], [3.930, 1.821, 0.405], [3.552, 0.176, 1.008], [2.144, -0.045, -0.514], [-0.527, 1.617, -2.326], [-1.874, 1.755, -2.790], [-0.069, 0.768, -2.843], [-0.019, 2.558, -2.521], [-0.521, 1.405, -1.254], [-2.380, 0.988, -2.468], [1.023, 1.821, 2.622], [-0.044, 2.438, 3.354], [1.260, 0.879, 3.123], [0.739, 1.572, 1.595], [1.950, 2.399, 2.593], [0.085, 3.380, 3.194], [-1.060, -0.926, 3.034], [-1.790, -0.294, 3.037], [-0.907, -1.127, 3.963], [0.174, -3.489, -0.384], [0.148, -4.013, 0.426], [-0.290, -4.021, -1.041], [0.417, -0.669, 0.154], [0.339, -1.600, -0.129], [0.054, -0.654, 1.048]],
  "atomic_forces_ev_per_a": [[-0.1, 0.0, 0.1], [0.0, -0.3, -0.1], [0.0, 0.1, 0.0], [0.1, -0.1, 0.0], [0.0, 0.0, 0.0], [0.0, 0.2, 0.0], [0.2, -0.6, -0.4], [0.0, 0.4, 0.0], [0.0, -0.2, 0.2], [-0.5, 0.1, -0.1], [0.3, 0.1, 0.2], [-0.2, 0.3, 0.0], [-0.9, -0.4, 0.0], [0.0, -0.1, 0.1], [0.4, 0.2, 0.0], [0.2, -0.1, -0.1], [0.2, 0.1, 0.0], [0.1, 0.5, -0.1], [0.0, -0.8, 0.1], [0.7, 0.4, -0.4], [-0.1, 0.1, 0.0], [-0.1, 0.2, 0.0], [-0.2, 0.2, 0.1], [-0.4, -0.1, 0.2], [-0.1, 0.0, 0.0], [0.2, 0.0, 0.0], [0.0, 0.1, -0.1], [-0.1, -0.2, 0.0], [0.0, 0.1, -0.1], [0.1, 0.1, 0.0], [0.1, -0.4, -0.1], [0.0, 0.3, 0.1], [0.0, 0.0, 0.1]],
  "nbo_charge": [-0.253, -0.737, 0.193, 0.170, 0.165, 0.478, -0.245, -0.751, 0.164, 0.158, 0.162, 0.499, -0.246, -0.758, 0.154, 0.178, 0.171, 0.485, -0.261, -0.726, 0.175, 0.176, 0.168, 0.466, -0.959, 0.483, 0.478, -0.953, 0.483, 0.483, -0.992, 0.500, 0.493]
}



2.
{
  "formula": "C4H22O9Sr",
  "method": "wB97M-V/def2-TZVPD",
  "homo_ha": -0.6146,
  "de_lowest_ev": 0.923,
  "e_lumo_ev": -5.80,
  "charge": 2,
  "species": ["Sr", "O", "H", "H", "O", "H", "H", "O", "H", "H", "O", "H", "H", "O", "H", "H", "C", "C", "O", "O", "H", "H", "H", "H", "H", "H", "C", "C", "O", "O", "H", "H", "H", "H", "H", "H"],
  "coordinates": [[0.252, 0.806, 0.645], [1.362, 0.414, 3.073], [2.209, 0.556, 3.496], [0.756, 0.256, 3.797], [-0.758, 2.960, -0.562], [-1.428, 3.297, -1.157], [-0.399, 3.740, -0.139], [-0.149, -1.659, 0.759], [-0.589, -2.311, 0.212], [0.342, -2.175, 1.399], [-1.448, 0.948, 2.452], [-2.219, 0.441, 2.705], [-1.526, 1.766, 2.943], [1.134, 2.967, 1.518], [0.813, 3.797, 1.168], [1.933, 3.199, 1.992], [-2.133, -0.751, -1.680], [-2.849, -2.052, -1.318], [-1.990, -3.099, -0.759], [-2.042, 0.083, -0.522], [-2.590, -0.206, -2.507], [-1.108, -0.944, -1.995], [-3.437, -2.330, -2.192], [-3.681, -1.801, -0.660], [-2.495, -3.913, -0.828], [-2.648, -0.364, 0.074], [1.948, -0.578, -1.837], [3.081, -0.558, -0.837], [2.623, -0.362, 0.455], [1.324, 0.726, -1.720], [1.179, -1.305, -1.577], [2.214, -0.801, -2.871], [3.973, -0.047, -1.198], [3.498, -1.565, -0.829], [3.392, -0.357, 1.029], [1.455, 1.225, -2.529]],
  "atomic_forces_ev_per_a": [[0.0, -0.3, -0.6], [-0.1, 0.0, -0.4], [0.4, 0.0, 0.1], [-0.3, -0.1, 0.3], [0.3, -0.3, 0.4], [-0.4, -0.1, -0.3], [-0.2, 0.4, -0.3], [0.4, 0.4, 0.4], [-0.7, -0.6, -0.5], [0.3, -0.2, 0.3], [0.0, 0.0, 0.1], [-0.3, -0.3, 0.1], [-0.1, 0.4, 0.2], [-0.1, 0.1, 0.0], [0.2, 0.4, 0.2], [0.3, 0.0, 0.3], [0.9, -0.7, 0.1], [-0.3, 0.1, -0.7], [-0.8, 1.7, -0.8], [0.0, 0.2, 0.2], [-0.4, -0.1, 0.2], [0.1, -0.3, -0.2], [0.6, -0.8, -0.3], [0.1, 0.0, 0.8], [0.1, -0.3, 0.1], [-0.1, 0.5, 0.5], [-0.3, 0.8, 0.6], [1.3, -3.1, -2.2], [-0.5, 1.4, 1.0], [-0.4, -0.1, -0.3], [0.1, -0.1, 0.3], [0.5, 0.2, 0.2], [-0.4, 1.3, 0.4], [-0.1, -0.6, -0.3], [0.0, 0.0, 0.3], [-0.1, 0.2, 0.0]],
  "nbo_charge": [1.852, -0.988, 0.500, 0.504, -0.970, 0.516, 0.470, -1.023, 0.526, 0.503, -0.999, 0.512, 0.507, -0.984, 0.487, 0.516, -0.100, -0.122, -0.751, -0.770, 0.211, 0.181, 0.219, 0.173, 0.510, 0.484, -0.105, -0.115, -0.764, -0.807, 0.186, 0.228, 0.206, 0.190, 0.505, 0.514]
}



3.
{
  "formula": "C4H23AgNO8V",
  "method": "wB97M-V/def2-TZVPD",
  "homo_ha": [-0.5500, -0.5499],
  "e_lumo_ev": [-7.80, -11.20],
  "spin_multiplicity": 5,
  "charge": 2,
  "s2": 6.014,
  "species": ["V", "Ag", "O", "H", "O", "H", "C", "C", "C", "O", "C", "N", "H", "H", "H", "H", "H", "H", "H", "H", "H", "H", "H", "O", "H", "H", "O", "H", "H", "O", "H", "H", "O", "H", "H", "O", "H", "H"],
  "coordinates": [[2.011, -3.176, -2.253], [0.447, -1.019, -4.298], [0.985, -1.266, -2.107], [0.306, -1.108, -1.423], [1.505, -2.935, -4.330], [1.813, -3.426, -5.117], [1.211, 0.404, 2.493], [-0.067, 1.017, 1.928], [-0.078, 2.587, 1.896], [0.003, 3.143, 3.229], [-0.025, 4.550, 3.345], [-0.155, 0.585, 0.524], [1.537, 0.786, 3.460], [2.061, 0.574, 1.831], [1.164, -0.683, 2.547], [-0.931, 0.798, 2.556], [-1.016, 2.913, 1.446], [0.726, 2.972, 1.271], [-1.052, 4.913, 3.332], [0.513, 5.064, 2.548], [0.433, 4.861, 4.284], [0.735, 0.821, 0.108], [-0.185, -0.422, 0.453], [-2.196, 0.834, -1.408], [-2.899, 0.236, -1.153], [-1.428, 0.518, -0.932], [-0.352, -2.546, 0.483], [-0.270, -2.567, 1.437], [0.470, -2.917, 0.163], [-1.632, -1.850, -3.780], [-2.469, -1.839, -4.244], [-1.845, -2.187, -2.910], [2.505, 0.486, -0.705], [2.039, -0.132, -1.269], [2.769, -0.035, 0.054], [-2.060, -3.449, -1.489], [-1.625, -2.922, -0.818], [-2.946, -3.583, -1.153]],
  "atomic_forces_ev_per_a": [[-1.7, 2.1, -3.4], [-0.4, 0.7, -0.8], [0.9, -1.9, 1.7], [0.3, -0.3, -0.7], [1.3, -1.4, 1.9], [-0.1, 0.3, 0.8], [0.7, 0.3, 0.5], [0.8, 0.6, 0.0], [0.4, -1.7, 0.4], [-0.2, 0.2, -1.0], [1.1, 0.6, 0.2], [-0.7, 0.6, 0.5], [-0.3, -0.1, 0.2], [-0.1, 0.4, -0.1], [-0.4, 0.0, 0.2], [-0.2, -0.6, -0.3], [-0.4, 0.4, -0.1], [0.3, 0.5, 0.1], [-0.6, -0.2, 0.0], [-0.1, -0.3, -0.5], [-0.2, -0.5, 0.3], [0.3, 0.2, -0.4], [-0.2, -0.2, 0.5], [-0.3, 0.0, -0.6], [-0.4, -0.1, 0.0], [0.2, 0.3, 0.5], [0.1, 0.4, -0.1], [-0.2, -0.2, 0.5], [0.1, -0.2, 0.1], [-0.2, 0.3, -0.5], [-0.2, 0.1, -0.3], [-0.1, -0.5, 0.6], [0.5, 0.8, 0.6], [-0.4, -0.6, -0.9], [0.4, -0.1, 0.2], [0.1, 0.2, -0.5], [0.1, 0.0, 0.5], [-0.4, -0.2, 0.0]],
  "mulliken_spin": [3.045, -0.013, -0.040, 0.006, -0.016, 0.003, 0.004, -0.002, 0.072, 0.726, 0.023, 0.001, 0.000, -0.002, 0.000, 0.000, 0.037, 0.025, 0.075, 0.019, 0.018, 0.001, 0.004, 0.000, 0.000, 0.000, 0.001, -0.001, 0.005, 0.001, 0.001, 0.001, -0.001, 0.003, 0.000, 0.004, 0.000, -0.001]
}



4.
{
  "formula": "C4H23NO10",
  "method": "wB97M-V/def2-TZVPD",
  "homo_ha": [0.0112, -0.2671],
  "de_lowest_ev": 0.000,
  "e_lumo_ev": [2.89, 2.77],
  "spin_multiplicity": 2,
  "charge": -1,
  "s2": 0.751,
  "species": ["C", "C", "C", "O", "N", "C", "O", "O", "H", "H", "H", "H", "H", "H", "H", "H", "H", "H", "H", "O", "H", "H", "O", "H", "H", "O", "H", "H", "O", "H", "H", "O", "H", "H", "O", "H", "H", "O"],
  "coordinates": [[1.219, 1.718, 0.206], [-0.010, 0.861, 0.584], [-0.676, 1.306, 1.846], [-0.943, 0.900, -0.543], [2.077, 1.058, -0.804], [2.375, -0.229, -0.844], [2.974, -0.605, -2.039], [2.223, -1.105, 0.001], [0.842, 2.638, -0.247], [1.862, 1.897, 1.065], [0.359, -0.170, 0.678], [-1.449, 0.589, 2.064], [-1.024, 2.355, 1.845], [0.028, 1.278, 2.704], [-1.312, 1.809, -0.566], [2.157, 1.614, -1.654], [3.345, -1.472, -1.823], [-3.316, -1.730, 1.537], [-2.698, -3.083, 1.235], [-2.683, -2.371, 1.898], [-0.792, -2.670, -1.772], [-0.269, -2.121, -0.442], [-0.881, -2.757, -0.810], [-3.543, -1.299, -0.578], [-3.851, 0.114, -0.118], [-4.212, -0.784, -0.108], [-1.038, -1.905, 2.687], [-0.652, -1.091, 4.060], [-0.498, -1.228, 3.121], [2.468, -0.512, 1.631], [2.073, -1.127, 2.971], [2.568, -0.385, 2.596], [-0.710, 1.395, -2.308], [-1.611, 1.484, -3.598], [-0.682, 1.469, -3.291], [1.501, 1.827, -3.994], [2.459, 0.693, -3.664], [2.321, 1.637, -3.527]],
  "atomic_forces_ev_per_a": [[0.0, -1.1, 0.1], [0.5, 0.4, -1.1], [0.6, 0.8, 1.1], [0.5, -0.1, 0.7], [-0.9, 1.0, 0.0], [0.5, -0.5, -1.0], [0.0, 0.3, 0.6], [-0.1, 0.3, 0.1], [0.3, 0.0, 0.2], [-0.3, 0.3, 0.3], [-0.6, 0.3, 0.1], [-0.5, 0.2, 0.2], [-0.2, -0.5, -0.5], [-0.1, -0.3, -0.5], [-0.3, -0.2, 0.2], [0.3, -0.7, -0.3], [-0.2, 0.0, -0.2], [0.1, 0.2, -0.1], [0.2, 0.3, 0.2], [-0.2, -0.6, -0.3], [0.0, 0.1, 0.4], [0.3, 0.3, 0.1], [-0.3, -0.5, -0.4], [0.1, 0.1, -0.2], [0.1, 0.1, -0.1], [0.0, -0.2, 0.3], [-0.6, 0.2, 0.7], [-0.5, -0.6, -0.3], [1.2, 0.2, -0.2], [0.0, -0.2, 0.4], [-0.1, 0.3, -0.1], [0.1, -0.1, 0.1], [-0.2, -0.3, -0.8], [0.5, 0.0, 0.5], [-0.1, 0.1, -0.1], [-0.5, 0.1, 0.1], [0.0, -0.1, 0.2], [0.3, 0.2, -0.4]],
  "mulliken_spin": [0.219, 0.133, 0.026, 0.213, -0.310, 0.773, -0.192, -0.135, -0.300, 0.081, 0.192, 0.192, -0.327, 0.079, 0.522, 0.061, 0.018, 0.004, -0.023, 0.169, -0.057, 0.110, 0.041, 0.176, -0.011, -0.204, 0.009, -0.006, -0.007, -0.006, -0.001, -0.012, -0.028, -0.102, -0.420, -0.021, 0.015, 0.131]
}



5.
{
  "formula": "C4H23NO10",
  "method": "wB97M-V/def2-TZVPD",
  "homo_ha": -0.3424,
  "de_lowest_ev": 2.780,
  "e_lumo_ev": 0.32,
  "smiles": "CN[C@@H](CO)C(=O)O.O.O.O.O.O.O.O",
  "species": ["C", "N", "C", "C", "O", "C", "O", "O", "H", "H", "H", "H", "H", "H", "H", "H", "H", "O", "H", "H", "O", "H", "H", "O", "H", "H", "O", "H", "H", "O", "H", "H", "O", "H", "H", "O", "H", "H"],
  "coordinates": [[-1.805, -0.532, 3.049], [-2.474, -0.174, 1.733], [-1.912, -1.015, 0.659], [-2.564, -0.406, -0.679], [-2.308, -1.489, -1.590], [-0.470, -0.730, 0.533], [0.051, 0.325, 0.233], [0.248, -1.748, 1.041], [-2.121, 0.169, 3.842], [-0.745, -0.353, 3.109], [-2.005, -1.592, 3.188], [-2.250, 0.814, 1.702], [-2.277, -2.037, 0.726], [-1.857, 0.381, -0.908], [-3.624, -0.145, -0.577], [-3.011, -1.493, -2.247], [1.228, -1.593, 0.949], [2.909, -1.476, 1.149], [3.067, -1.546, 0.178], [3.394, -2.159, 1.622], [-1.002, 3.166, 1.607], [-1.937, 3.362, 1.607], [-0.651, 2.447, 1.084], [-0.038, -3.417, -2.482], [-0.903, -3.380, -2.895], [-0.059, -3.671, -1.559], [2.294, 2.017, 0.054], [2.040, 1.229, 0.541], [3.184, 2.369, -0.064], [-0.626, 3.788, -1.105], [-0.207, 4.502, -0.613], [0.040, 3.560, -1.762], [2.302, 0.999, -2.316], [1.629, 1.207, -2.981], [2.099, 1.592, -1.550], [3.839, -1.049, -1.561], [3.215, -1.688, -1.939], [3.307, -0.233, -1.779]],
  "atomic_forces_ev_per_a": [[-1.0, 0.5, -0.5], [1.1, -0.8, 2.5], [-3.2, 3.4, -1.8], [1.8, -2.1, 1.2], [-0.9, 0.2, -0.7], [2.2, -1.4, 1.6], [-0.4, 0.0, -0.3], [-0.1, 0.0, -0.9], [-0.8, -0.8, -0.2], [0.9, -0.2, -0.7], [0.0, 0.1, 0.7], [0.0, 0.1, -1.2], [0.6, 0.0, 0.4], [-0.7, 0.8, -0.4], [0.4, 0.0, 0.1], [0.1, 0.0, -0.1], [-0.3, 0.1, 0.5], [-0.4, 0.2, -0.5], [0.8, 0.1, 0.5], [0.0, 0.0, -0.3], [0.8, 0.9, 1.5], [0.0, -0.7, -0.7], [-0.8, -0.3, -0.7], [1.1, 0.1, -0.7], [-0.2, -0.1, 0.7], [-0.7, 0.0, 0.0], [-0.9, 1.6, -0.9], [0.9, -0.2, 0.3], [0.0, -1.1, 1.0], [0.2, 0.1, -0.4], [-0.1, -0.1, 0.3], [-0.1, -0.1, 0.0], [-0.7, 0.9, -0.4], [0.3, -0.4, 0.1], [0.1, -0.6, -0.1], [-1.3, 0.2, 0.0], [0.4, -0.3, -0.1], [0.7, -0.4, 0.1]],
  "nbo_charge": [-0.433, -0.601, -0.187, -0.066, -0.745, 0.802, -0.665, -0.704, 0.205, 0.177, 0.197, 0.366, 0.235, 0.196, 0.189, 0.471, 0.512, -0.980, 0.513, 0.491, -0.985, 0.481, 0.507, -0.959, 0.481, 0.480, -0.994, 0.533, 0.504, -0.936, 0.476, 0.461, -0.997, 0.482, 0.504, -0.980, 0.465, 0.506]
}



6.
{
  "formula": "C4H23NO8",
  "method": "wB97M-V/def2-TZVPD",
  "homo_ha": -0.3273,
  "de_lowest_ev": 4.460,
  "e_lumo_ev": 0.11,
  "smiles": "OCCCNCO.O.O.O.O.O.O",
  "species": ["O", "C", "C", "C", "N", "C", "O", "H", "H", "H", "H", "H", "H", "H", "H", "H", "H", "H", "O", "H", "H", "O", "H", "H", "O", "H", "H", "O", "H", "H", "O", "H", "H", "O", "H", "H"],
  "coordinates": [[-0.691, -1.954, 0.395], [-0.400, -0.882, -0.514], [-0.802, -1.139, -1.964], [0.392, -0.750, -2.846], [0.689, 0.672, -2.916], [-0.424, 1.544, -2.908], [-1.016, 1.923, -1.534], [0.070, -2.697, 0.402], [0.761, -0.908, -0.692], [-0.787, 0.035, 0.015], [-1.087, -2.272, -2.068], [-1.750, -0.495, -2.271], [1.349, -1.295, -2.655], [0.288, -1.149, -3.752], [1.410, 1.219, -2.325], [-0.305, 2.450, -3.474], [-1.371, 1.163, -3.377], [-0.282, 2.274, -0.912], [1.760, -0.548, 3.613], [0.833, -0.911, 3.288], [2.257, -1.342, 3.129], [2.954, -1.311, 0.823], [2.964, -0.504, 1.382], [3.038, -1.128, -0.018], [-3.167, -2.057, 1.235], [-2.521, -2.651, 1.087], [-3.359, -1.481, 0.447], [-1.844, 0.409, 2.369], [-2.424, 0.306, 1.679], [-2.000, -0.415, 2.870], [1.005, 1.412, 2.120], [1.402, 1.310, 3.011], [0.243, 0.878, 2.163], [1.111, 2.737, -0.090], [1.839, 3.202, -0.161], [1.120, 2.165, 0.590]],
  "atomic_forces_ev_per_a": [[2.5, -2.9, 0.2], [2.5, -0.5, 0.4], [-2.1, -0.3, -0.2], [1.3, 0.5, 3.0], [0.6, 2.3, 0.8], [-3.2, 0.5, 1.3], [2.0, -0.1, -0.7], [-2.5, 2.9, -0.4], [-1.9, 0.9, 1.4], [0.6, -0.9, -1.1], [0.6, 2.1, 0.0], [1.9, -1.5, 0.6], [-0.6, 0.4, 1.1], [-1.2, -0.9, -4.3], [-1.2, -2.4, -1.0], [0.9, 0.7, 0.1], [1.2, -0.4, 0.2], [-1.3, -0.5, -1.8], [-1.3, -4.7, -2.4], [2.3, 1.5, 1.2], [-0.8, 2.5, 1.7], [-0.7, -1.3, 7.7], [-0.1, -0.5, -1.1], [0.7, 1.9, -6.6], [-4.9, 4.2, 0.5], [3.6, -2.6, -1.5], [0.8, -1.5, 1.1], [2.2, -0.3, 3.2], [-2.1, -0.2, -2.8], [0.1, 0.5, -0.3], [1.7, 1.1, 0.8], [-0.2, 0.1, -1.0], [-1.9, -0.9, 0.0], [-5.6, -0.1, -4.1], [5.5, 3.5, -0.3], [0.5, -3.0, 4.4]],
  "nbo_charge": [-0.779, -0.079, -0.464, -0.218, -0.668, 0.069, -0.827, 0.478, 0.155, 0.216, 0.224, 0.227, 0.190, 0.190, 0.393, 0.172, 0.173, 0.495, -0.957, 0.476, 0.486, -0.952, 0.491, 0.463, -0.956, 0.483, 0.475, -0.948, 0.473, 0.483, -0.985, 0.506, 0.493, -0.944, 0.469, 0.496]
}